Entry 1:
17
Properties=species:S:1:pos:R:3:forces:R:3 method="wB97M-V/def2-TZVPD" spin_multiplicity=1 largest_force_ha_per_bohr=0.0326 charge=0 homo_lumo_gap_ev=10.1
C -1.1010 -0.7870 1.6091 -0.236 -0.027 -0.856
N 0.2949 -0.4091 1.5430 0.839 0.117 -0.735
O 0.9199 -0.8994 0.2996 -0.545 -0.464 1.435
C 0.7876 -0.0310 -0.7970 -1.382 0.583 -0.743
C -0.6179 -0.1551 -1.5266 1.406 0.158 0.394
C 1.0819 1.4221 -0.4474 0.004 -0.401 0.073
H -1.6526 -0.1562 0.8949 0.005 -0.221 0.537
H -1.4638 -0.6088 2.6198 0.027 0.059 0.023
H -1.2791 -1.8288 1.3235 0.003 -0.076 0.112
H 0.8271 -0.9246 2.2389 -0.034 0.026 -0.221
H 1.5287 -0.4175 -1.5053 0.011 0.055 0.155
H -1.3969 0.4287 -1.0430 -0.031 -0.071 0.110
H -0.4931 0.2473 -2.5283 -0.044 0.022 -0.192
H -0.8933 -1.2036 -1.6073 -0.135 -0.033 0.062
H 1.0998 2.0193 -1.3518 0.014 0.146 -0.169
H 0.3148 1.8063 0.2222 0.010 0.061 -0.010
H 2.0429 1.4975 0.0556 0.087 0.068 0.028

=====

Entry 2:
17
Properties=species:S:1:pos:R:3:forces:R:3 method="wB97M-V/def2-TZVPD" spin_multiplicity=1 largest_force_ha_per_bohr=0.0484 charge=0 homo_lumo_gap_ev=9.0
C 0.5904 -1.5559 1.9493 -0.913 -0.252 -0.444
C -0.2936 -0.6878 1.4386 1.230 1.669 1.172
N -1.3736 -0.1702 2.2092 0.678 -1.267 -2.032
C 0.1042 0.2457 0.2939 -1.015 -0.888 -0.897
C -0.9451 0.2319 -0.8748 -0.897 -0.442 1.794
H 1.4234 -1.8775 1.3484 0.175 -0.135 0.108
H 0.3960 -1.9961 2.9211 0.194 -0.205 -0.086
H -1.4391 0.8161 2.0282 -0.462 0.099 0.968
H -1.4085 -0.5900 3.1181 -0.274 0.652 0.415
H 1.1089 0.0027 -0.0465 0.025 0.254 0.201
H 0.0005 1.2324 0.7485 0.907 0.182 -0.182
H -1.5104 -0.6889 -0.7338 -0.097 -0.153 -0.281
H -1.6418 1.0078 -0.5419 -0.208 0.041 -0.917
H -0.7167 0.2737 -1.9347 0.668 0.444 0.171
O 2.1828 1.0054 -4.1086 0.094 -0.043 0.142
H 1.4469 1.3825 -4.5886 -0.219 0.064 -0.311
H 2.0757 1.3682 -3.2262 0.115 -0.020 0.180

=====

For the records above, the corresponding E_HOMO values read -0.331 -0.305 hartree.
For the records above, the corresponding ΔE to the lowest compared entry with this formula, charge and spin values read 2.5308 1.8069 eV.